Molecular formula: C3H14O3S2
Method: DFT, ωB97M-V/def2-TZVPD

```
22
Properties=species:S:1:pos:R:3:forces:R:3:mulliken_charge:R:1
C -0.66413 1.67591 -0.34467 0.2933 -0.0101 0.4128 0.23
C 0.20912 2.90717 -0.08523 0.5057 0.4294 -0.1249 -1.17
C -0.58385 1.24850 -1.82062 -1.0833 -0.1460 1.2110 -0.88
S -1.51002 -0.28429 -2.11870 -0.0973 0.1606 0.3537 -0.06
S -0.12247 -1.71000 -1.69962 0.6022 -0.5147 -0.5091 -0.15
H -1.69314 1.93430 -0.08972 -0.0895 -0.1355 -0.2083 0.28
H -0.42935 0.86484 0.35050 0.2937 -0.0940 -0.2268 -0.10
H -0.38316 3.82082 -0.06333 -0.0551 0.0352 -0.0046 0.30
H 0.80482 2.89459 0.82947 -0.3012 -0.2675 0.1678 0.32
H 0.95822 3.05722 -0.86916 -0.1238 -0.1240 -0.1109 0.36
H 0.44082 1.11947 -2.15342 -0.0351 0.2781 -0.3265 0.46
H -1.19402 2.00966 -2.30063 0.5284 0.1343 -0.8562 0.32
H 0.25778 -1.54835 -0.42310 -0.4767 0.2579 0.1370 0.10
H 0.97591 -1.30155 4.04256 -0.0635 -0.1254 -0.2045 0.34
H 0.57727 -0.60932 2.72357 -0.2498 0.1204 0.2943 0.33
O 1.27465 -0.66443 3.38526 0.5219 -0.2733 -0.1377 -0.69
H 2.05137 -1.71880 1.12170 -0.3383 -0.3096 0.1004 0.30
H 3.30792 -1.92129 0.42264 0.1030 -0.3677 -0.4522 0.30
O 2.40401 -2.26378 0.40344 0.3225 0.6692 0.5564 -0.60
H 0.15517 0.80131 4.61858 0.1844 0.2273 -0.1686 0.33
H -0.57369 2.05481 4.05497 0.1072 -0.2625 0.1591 0.30
O -0.62676 1.09485 4.14419 -0.5489 0.3179 -0.0623 -0.62
```
Positions in Å, forces in eV/Å.

ΔE to the lowest compared entry with this formula, charge and spin	16.5	kcal/mol
frontier orbital gap	8.755	eV
multiplicity	1
max |F|	1.63	eV Å⁻¹
SMILES	CCCSS.O.O.O

Molecular formula: C3H14O5
Method: DFT, ωB97M-V/def2-TZVPD

```
22
Properties=species:S:1:pos:R:3:forces:R:3:mulliken_charge:R:1
O 1.92639 -0.98175 -0.38994 -1.7576 -0.5082 -0.4781 -0.15
C 0.78433 -0.65751 -0.54666 0.7665 0.4367 0.6074 -0.25
C 0.32080 0.67971 0.13210 0.6167 1.7481 -0.7343 0.03
C 1.54177 1.68533 -0.18803 -0.6658 -1.2700 -2.4864 -1.00
H -0.03346 -1.15869 -1.16151 0.7455 -0.0794 0.2805 0.54
H -0.64339 1.04086 -0.29723 0.7554 -0.5916 -0.0406 0.33
H 0.09903 0.36976 1.16408 0.8174 0.3370 -0.1905 0.37
H 1.33240 2.75217 -0.20927 -0.6356 -0.1775 0.2930 0.35
H 2.37660 1.49900 0.44890 0.5417 -0.3097 0.5220 0.39
H 1.91013 1.45183 -1.30373 -0.7729 0.5356 2.3150 0.26
H -0.11989 -1.09243 3.28693 3.2037 -1.7303 -1.7989 0.34
H 0.48575 -1.95776 1.99038 0.0215 0.7452 1.6828 0.36
O 0.76440 -1.48751 2.82884 -2.9321 0.9994 0.4302 -0.63
H -1.40183 -2.79668 0.98542 -0.5103 -0.7913 0.1990 0.29
H 0.51406 0.13283 -2.59171 0.1272 -0.0701 -0.1979 0.12
O -1.04674 -1.95802 0.71527 -0.1334 1.7177 0.2927 -0.64
H -1.40052 -1.18307 1.45079 0.8161 -2.0703 -1.2686 0.33
H -2.65127 -0.07578 2.42707 0.6201 -0.1835 -0.3972 0.32
O -1.75081 -0.14816 2.01299 -1.4918 1.1761 1.0439 -0.37
H -0.97182 1.33026 -4.33300 -0.3959 0.4548 -0.6950 0.35
H -0.72961 0.95796 -2.95119 -1.1402 1.0960 -0.1992 0.23
O -1.30635 1.59766 -3.47048 1.4038 -1.4647 0.8203 -0.57
```
Positions in Å, forces in eV/Å.

ΔE to the lowest compared entry with this formula, charge and spin	213.8	kcal/mol
frontier orbital gap (alpha / beta)	7.779 / 5.795	eV
multiplicity	2
max |F|	4.06	eV Å⁻¹
charge	+1

Molecular formula: C3H14OP2Sb
Method: DFT, ωB97M-V/def2-TZVPD

```
21
Properties=species:S:1:pos:R:3:forces:R:3:mulliken_charge:R:1
C -2.03147 -2.03925 -1.87427 -1.4768 -1.0075 0.0537 -0.87
P -0.30003 -1.24877 -1.73251 0.2649 -1.5620 -1.9663 0.04
C 0.10577 -0.06958 -3.17745 0.2910 1.0145 -1.4572 -0.90
Sb 0.13921 -0.25013 0.49657 0.2206 0.4624 -0.0043 -0.24
P 0.69105 0.49600 2.82020 0.3518 0.3128 2.4685 0.01
C 2.13815 1.79058 2.81444 -0.0193 0.5271 0.5321 -0.85
O -0.74686 1.28563 3.49737 0.0476 -0.4013 -2.4134 -0.50
H -1.92023 -3.16384 -1.48920 -0.1728 2.4829 -0.8257 0.23
H -2.85764 -1.55231 -1.19963 1.4200 -0.7311 -1.3071 0.25
H -2.44046 -2.12581 -2.98238 0.9225 0.3538 2.2085 0.25
H -0.11815 1.06770 -2.97329 0.4922 -2.0848 -0.3568 0.27
H 1.27046 -0.20140 -3.39972 -2.5387 0.4090 0.6102 0.23
H -0.43161 -0.34470 -4.20188 0.9646 0.3914 2.2314 0.27
H -1.47858 0.40440 0.66206 -0.6286 0.1926 0.2578 -0.10
H 0.66001 1.28538 -0.14709 0.0897 0.4526 -0.4527 -0.06
H 1.80835 -0.83698 0.34427 0.0183 -0.0295 0.1280 -0.03
H -0.34835 -1.79804 1.21104 -0.0985 -0.0209 -0.0845 -0.02
H 1.80302 2.79089 2.30617 1.0064 -1.7467 0.8338 0.23
H 2.45757 1.97824 3.94655 -0.7761 -0.2530 -2.4395 0.28
H 3.06081 1.26962 2.30668 -1.8919 1.0887 0.6881 0.26
H -1.46102 1.26237 2.77207 1.5129 0.1488 1.2954 0.28
```
Positions in Å, forces in eV/Å.

frontier orbital gap	6.789	eV
multiplicity	1
max |F|	2.64	eV Å⁻¹
charge	-1

Molecular formula: C3H14OSi3
Method: DFT, ωB97M-V/def2-TZVPD

```
21
Properties=species:S:1:pos:R:3:forces:R:3:mulliken_charge:R:1
C -0.41569 1.11696 1.15252 1.8090 0.3331 1.8946 -1.15
C -1.48907 1.97022 -1.00179 -0.0032 0.7136 1.0051 -1.14
C -0.69575 0.84948 -0.29511 -0.3272 -1.8424 -0.1599 0.57
O 2.08057 -1.07222 -0.94490 -0.8240 1.5873 1.6892 -0.44
Si 3.08406 -0.65590 0.31990 -0.2185 1.4083 -0.2606 0.52
Si -2.58089 -2.30010 0.51487 0.1089 0.2635 -0.0533 0.18
Si -1.18385 -1.02847 -0.60385 0.2593 1.6849 -1.4169 0.12
H -0.61961 0.28561 1.83856 -0.4286 0.1181 -0.1670 0.31
H 0.68724 1.31154 1.40958 -1.3063 -0.0288 -0.7387 0.14
H -0.93416 1.99564 1.50715 -0.3158 0.2138 0.2570 0.34
H -0.71463 2.82491 -1.03760 -1.5949 -0.8582 -0.1976 0.29
H -2.35257 2.25836 -0.25765 1.4112 -0.3414 -1.8456 0.28
H -1.85733 1.71735 -2.04728 0.4055 0.3590 1.4449 0.35
H 0.27976 0.74932 -0.73819 0.4573 0.1350 -0.7898 0.03
H 2.32855 -1.63517 -1.64012 0.7101 -0.9720 -1.2064 0.30
H 4.29809 -1.34901 0.03106 0.7963 -0.9856 0.3694 -0.20
H 2.27371 -0.86767 1.56641 0.5114 -0.0866 -0.3849 -0.08
H 3.69645 0.79144 0.36450 -1.0684 -0.9738 -0.1822 -0.09
H -2.78074 -3.69785 0.10443 0.0957 -0.1784 -0.3189 -0.11
H -2.07727 -2.38356 1.89095 -0.0521 0.1813 0.3917 -0.12
H -1.02688 -0.88089 -2.13344 -0.4256 -0.7308 0.6702 -0.11
```
Positions in Å, forces in eV/Å.

ΔE to the lowest compared entry with this formula, charge and spin	94.6	kcal/mol
frontier orbital gap	7.427	eV
multiplicity	1
max |F|	2.64	eV Å⁻¹
SMILES	CC(C)[SiH]=[SiH2].O[SiH3]

Molecular formula: C3H15AgN4O8
Method: DFT, ωB97M-V/def2-TZVPD

```
31
Properties=species:S:1:pos:R:3:forces:R:3:mulliken_charge:R:1
Ag -0.90437 15.04843 -14.29319 -0.1199 -0.2253 0.1032 0.95
O 2.59205 16.37343 -15.70310 -0.4711 -1.0093 -0.0175 -0.42
C 2.46129 17.62156 -15.32411 -0.1779 -1.0403 0.5906 0.81
O 3.17695 18.48303 -15.82903 -0.2714 1.3029 0.3524 -0.34
O 1.62409 17.83853 -14.41412 0.4067 0.8213 -0.5105 -0.38
H 3.24924 16.33147 -16.40164 0.4137 -0.1714 -0.4205 0.34
O -1.32706 12.87708 -16.99586 0.2305 0.3407 0.3788 -0.62
H -1.49419 13.19684 -17.88246 -0.0236 0.1240 -0.2612 0.32
H -1.80724 12.05065 -16.94429 -0.1710 -0.2370 0.1203 0.32
O 1.34950 12.44693 -12.99415 -0.2946 0.3535 -0.1366 -0.61
H 0.94914 11.57771 -13.01393 -0.1373 -0.2435 0.0069 0.32
H 2.27692 12.28022 -12.82582 0.2852 0.0412 0.0481 0.31
O -1.83944 14.64663 -10.57553 0.1425 0.0402 -0.3961 -0.61
H -2.56562 15.11188 -10.16026 -0.2329 0.1561 0.0485 0.31
H -1.45816 14.12058 -9.87258 0.1566 -0.1631 0.1467 0.31
C -5.57958 11.90720 -13.94529 2.1162 3.1148 -1.1234 0.60
O -4.63717 12.67627 -13.93376 2.3290 0.2169 0.7636 -0.65
N -5.51240 10.60169 -13.96303 -0.1197 -2.8262 0.4001 -0.38
N -6.75105 12.43852 -14.14569 -4.8929 0.1303 -0.4838 -0.40
H -6.40231 10.14176 -13.83405 0.5769 -0.5863 0.1387 0.20
H -4.64404 10.17533 -13.67274 -0.3977 -0.0592 -0.0133 0.24
H -7.49372 11.81210 -14.42163 -0.1972 0.3599 0.1132 0.16
H -6.93900 13.41561 -14.31908 0.7210 -0.3034 0.1670 0.23
C -4.16835 19.57231 -14.07481 0.6019 -3.0721 0.7528 0.64
O -3.63906 18.47302 -14.08494 1.3407 -1.0209 -0.4712 -0.67
N -3.57670 20.69914 -14.31826 3.0391 4.4668 -1.5983 -0.38
N -5.39359 19.67405 -13.65429 -3.6564 0.9746 0.7309 -0.38
H -2.59394 20.78064 -14.53658 -0.1212 -0.9289 0.1068 0.21
H -3.99539 21.57636 -14.59266 -0.7365 -0.4411 0.3636 0.20
H -5.89454 18.84146 -13.37874 0.0903 0.4076 -0.1692 0.21
H -5.78834 20.60150 -13.59018 -0.4289 -0.5229 0.2694 0.17
```
Positions in Å, forces in eV/Å.

ΔE to the lowest compared entry with this formula, charge and spin	86.8	kcal/mol
frontier orbital gap (alpha / beta)	6.788 / 5.486	eV
multiplicity	2
max |F|	5.63	eV Å⁻¹
charge	+1